1.
C60H42Br4FeO2P3Si | the ωB97M-V functional and the def2-TZVPD basis

Structure (ORCA input):
```
! RIJCOSX wB97M-V def2-TZVPD def2/J DEFGRID3
* xyz -1 1
Fe 0.943 -0.016 -0.031
C 5.357 0.343 2.660
C 4.742 0.294 1.414
C 3.365 0.148 1.343
C 2.590 0.053 2.501
C 3.213 0.141 3.741
C 4.596 0.269 3.819
P 0.799 -0.076 2.121
C 0.107 1.123 3.342
C -0.977 0.833 4.166
C -1.584 1.834 4.916
C -1.110 3.138 4.858
C -0.009 3.430 4.063
C 0.589 2.429 3.314
C 0.174 -1.691 2.749
C 0.441 -2.263 3.987
C -0.039 -3.539 4.271
C -0.809 -4.213 3.334
C -1.105 -3.621 2.110
C -0.609 -2.360 1.793
Si -0.713 -1.353 0.165
C -2.275 -0.232 0.447
C -3.831 -0.449 0.380
C -4.617 0.014 -0.779
C -4.351 1.254 -1.180
C -3.315 1.959 -0.402
C -1.966 1.248 -0.035
P -0.294 1.401 -0.907
C -0.216 3.264 -0.897
C -0.994 4.118 -1.679
C -0.908 5.496 -1.533
C -0.035 6.047 -0.602
C 0.762 5.211 0.166
C 0.673 3.833 0.009
C -0.839 1.182 -2.661
C -1.726 0.162 -3.005
C -2.053 -0.095 -4.330
C -1.504 0.679 -5.344
C -0.617 1.697 -5.019
C -0.279 1.935 -3.694
C -0.940 -2.537 -1.301
C -2.017 -3.348 -1.664
C -1.963 -4.131 -2.810
C -0.816 -4.128 -3.594
C 0.271 -3.341 -3.240
C 0.204 -2.530 -2.110
P 1.565 -1.454 -1.450
C 2.461 -0.938 -2.987
C 1.798 -0.609 -4.167
C 2.491 -0.074 -5.248
C 3.854 0.158 -5.164
C 4.524 -0.141 -3.983
C 3.831 -0.678 -2.909
C 2.717 -2.831 -0.931
C 3.470 -3.593 -1.827
C 4.245 -4.655 -1.383
C 4.282 -4.976 -0.032
C 3.536 -4.230 0.867
C 2.758 -3.170 0.417
H 6.434 0.445 2.727
H 5.331 0.364 0.508
H 2.893 0.050 0.348
H 2.613 0.126 4.643
H 5.080 0.320 4.787
H -1.382 -0.170 4.191
H -2.442 1.594 5.535
H -1.597 3.922 5.425
H 0.368 4.444 4.006
H 1.430 2.670 2.673
H 1.027 -1.730 4.727
H 0.191 -4.005 5.222
H -1.177 -5.209 3.557
H -1.709 -4.164 1.390
H -4.069 -1.457 0.711
H -5.350 -0.626 -1.254
H -4.839 1.731 -2.021
H -3.116 2.975 -0.731
H -1.664 3.708 -2.426
H -1.524 6.142 -2.148
H 0.028 7.122 -0.485
H 1.455 5.630 0.886
H 1.296 3.167 0.595
H -2.164 -0.458 -2.234
H -2.735 -0.904 -4.564
H -1.760 0.486 -6.379
H -0.170 2.298 -5.802
H 0.435 2.716 -3.458
H -2.914 -3.365 -1.052
H -2.809 -4.747 -3.090
H -0.768 -4.744 -4.485
H 1.162 -3.355 -3.857
H 0.728 -0.756 -4.246
H 1.951 0.174 -6.155
H 4.392 0.577 -6.006
H 5.589 0.045 -3.900
H 4.366 -0.910 -1.993
H 3.458 -3.350 -2.883
H 4.824 -5.234 -2.094
H 4.889 -5.804 0.314
H 3.550 -4.474 1.923
H 2.157 -2.594 1.110
Br -6.546 1.223 4.684
C -5.289 1.443 3.294
C -4.967 2.814 2.854
Br -5.825 4.259 3.711
C -4.056 3.041 1.903
Br -3.495 4.766 1.404
C -3.381 1.950 1.166
O -1.956 2.060 1.190
C -3.713 0.483 1.644
O -2.458 -0.123 1.915
C -4.679 0.381 2.761
Br -4.938 -1.374 3.401
*
```

Values from the calculation:
largest force on an atom: 0.45 eV/Å
energy relative to the best compared isomer or geometry (same formula, charge and spin): 5.3 kJ/mol
energy: -417296.485 eV
Kohn-Sham gap (alpha / beta): 5.153 / 5.158 eV

2.
C3H6N2O3S3 | the ωB97M-V functional and the def2-TZVPD basis

Structure (ORCA input):
```
! RIJCOSX wB97M-V def2-TZVPD def2/J DEFGRID3
* xyz 0 1
C -1.255 1.314 -1.122
C -2.112 0.306 -0.742
C -0.377 0.145 0.520
N -0.177 1.257 -0.184
N -1.569 -0.449 0.270
O 0.907 -1.623 2.176
O 1.719 0.775 2.140
O -0.523 0.306 3.098
S 2.115 -1.278 -0.613
S 1.110 2.352 -0.006
S 0.504 -0.206 2.196
H -1.228 2.242 -1.696
H -3.055 0.123 -1.220
H 3.079 -0.520 -0.117
H -1.653 -1.379 0.570
H 1.929 -1.962 0.663
H 1.700 1.662 1.229
*
```

Values from the calculation:
largest force on an atom: 3.73 eV/Å
energy relative to the best compared isomer or geometry (same formula, charge and spin): 71.6 kJ/mol
energy: -44834.128 eV
Kohn-Sham gap: 9.432 eV

3.
C27H33F2N8 | the ωB97M-V functional and the def2-TZVPD basis

Structure (ORCA input):
```
! RIJCOSX wB97M-V def2-TZVPD def2/J DEFGRID3
* xyz 1 1
C 6.413 -7.259 -0.401
C 5.050 -6.731 -0.832
N 4.449 -5.884 0.185
C 3.394 -5.037 -0.332
C 2.953 -4.047 0.753
N 2.518 -4.697 1.979
C 1.184 -5.253 1.902
C 0.151 -4.172 2.042
C -1.129 -4.304 1.511
C -2.060 -3.287 1.684
C -1.633 -2.184 2.394
N -2.517 -1.020 2.639
C -2.850 -0.322 1.382
N -3.866 -0.817 0.717
C -4.129 -0.182 -0.430
C -3.379 0.900 -0.841
F -3.696 1.471 -2.007
C -2.301 1.367 -0.045
C -1.424 2.474 -0.328
C -0.279 2.616 0.492
C 0.613 3.638 0.303
F 1.685 3.729 1.096
C 0.388 4.569 -0.716
N 1.077 5.661 -1.111
C 0.410 6.175 -2.116
C 0.891 7.394 -2.802
N -0.717 5.464 -2.427
C -1.736 5.716 -3.436
C -1.139 5.976 -4.817
C -2.664 6.844 -2.989
C -0.769 4.418 -1.534
C -1.673 3.392 -1.356
N -2.078 0.683 1.098
N -0.430 -2.025 2.901
C 0.448 -2.995 2.733
C 3.549 -5.617 2.426
C 3.978 -6.614 1.345
H 7.026 -6.439 -0.038
H 6.327 -8.006 0.384
H 6.908 -7.720 -1.251
H 5.181 -6.116 -1.726
H 4.387 -7.574 -1.097
H 3.778 -4.477 -1.187
H 2.526 -5.631 -0.679
H 2.147 -3.413 0.378
H 3.806 -3.415 1.010
H 0.986 -5.823 0.980
H 1.053 -5.946 2.742
H -1.403 -5.193 0.965
H -3.057 -3.351 1.280
H -3.389 -1.313 3.096
H -1.969 -0.380 3.236
H -4.953 -0.555 -1.019
H -0.102 1.897 1.273
H 1.305 7.146 -3.778
H 1.682 7.824 -2.194
H 0.097 8.125 -2.932
H -2.319 4.791 -3.495
H -0.750 6.985 -4.905
H -1.915 5.849 -5.567
H -0.342 5.267 -5.029
H -3.474 6.954 -3.705
H -2.133 7.790 -2.926
H -3.091 6.623 -2.013
H -2.550 3.318 -1.975
H 1.429 -2.842 3.156
H 3.198 -6.146 3.314
H 4.416 -5.011 2.701
H 4.789 -7.227 1.734
H 3.133 -7.282 1.088
*
```

Values from the calculation:
largest force on an atom: 0.93 eV/Å
SMILES string: CCN1CCN(Cc2ccc([NH2+]c3ncc(F)c(-c4cc(F)c5nc(C)n(C(C)C)c5c4)n3)nc2)CC1
energy relative to the best compared isomer or geometry (same formula, charge and spin): 139.7 kJ/mol
energy: -45885.039 eV
Kohn-Sham gap: 6.880 eV

4.
CH4FNOP2 | the ωB97M-V functional and the def2-TZVPD basis

Structure (ORCA input):
```
! RIJCOSX wB97M-V def2-TZVPD def2/J DEFGRID3
* xyz 0 3
C -1.597 0.309 0.367
N 2.557 1.845 -0.030
O -0.948 -0.810 0.958
F 2.734 -0.518 -1.282
P 0.391 -1.529 0.391
P 2.011 0.422 -0.017
H -1.900 1.034 1.148
H -2.426 -0.131 -0.184
H -0.823 0.678 -0.283
H 0.000 -1.299 -1.069
*
```

Values from the calculation:
largest force on an atom: 3.03 eV/Å
energy relative to the best compared isomer or geometry (same formula, charge and spin): 116.2 kJ/mol
energy: -25929.992 eV
Kohn-Sham gap (alpha / beta): 6.323 / 7.523 eV